Record 1
Computed, not measured: a cluster of 2 separate species, C5H13NO in total, with ωB97M-V/def2-TZVPD.

```
! RIJCOSX wB97M-V def2-TZVPD def2/J DEFGRID3
* xyz 0 1
C -1.542 1.114 -0.899
N -1.317 0.122 0.126
C -0.138 0.410 0.944
C 0.609 -0.879 1.253
C 0.175 -1.780 0.067
C -1.225 -1.279 -0.308
H -0.675 1.690 -1.206
H -1.980 0.658 -1.796
H -2.347 1.809 -0.635
H 0.630 1.008 0.406
H -0.493 1.050 1.758
H 1.691 -0.772 1.159
H 0.442 -1.246 2.262
H 0.304 -2.825 0.347
H 0.811 -1.589 -0.797
H -2.034 -1.933 0.025
H -1.271 -1.274 -1.407
O 2.792 1.714 -0.850
H 1.833 1.552 -0.903
H 2.866 2.267 -0.063
*
```

DFT total energy (Ha): -328.26247
Relative energy (zero: lowest compared OMol25 entry of this formula, charge and spin) (kJ/mol): 148.0
HOMO-LUMO gap (eV): 9.3
SMILES string: CN1CCCC1.O

***

Record 2
Computed, not measured: a cluster of 2 separate species, C4H10O2 in total, with ωB97M-V/def2-TZVPD.

```
! RIJCOSX wB97M-V def2-TZVPD def2/J DEFGRID3
* xyz 0 1
C -0.853 1.998 0.430
C -0.145 0.644 0.425
C 0.649 0.415 -0.917
C 1.648 -0.671 -0.809
O 2.290 -0.847 0.200
H -0.217 2.832 0.750
H -1.652 1.903 1.167
H -1.179 2.412 -0.530
H -0.902 -0.127 0.512
H 0.614 0.592 1.202
H 0.945 1.424 -1.201
H -0.108 0.032 -1.617
H 1.664 -1.558 -1.462
O -1.247 -2.791 0.652
H -0.519 -2.687 0.036
H -0.990 -3.569 1.162
*
```

DFT total energy (Ha): -308.84653
Relative energy (zero: lowest compared OMol25 entry of this formula, charge and spin) (kJ/mol): 135.6
HOMO-LUMO gap (eV): 10.7
SMILES string: CCCC=O.O

***

Record 3
Computed, not measured: a cluster of 2 separate species, C3H11N3O in total, with ωB97M-V/def2-TZVPD.

```
! RIJCOSX wB97M-V def2-TZVPD def2/J DEFGRID3
* xyz 0 1
C 1.344 -0.359 -1.163
C 0.389 -0.393 0.003
O 0.546 -1.531 0.775
C -0.938 0.149 -0.081
N -1.893 -0.549 0.698
N -1.435 0.728 -1.247
H 1.465 0.660 -1.539
H 2.322 -0.752 -0.872
H 0.967 -0.981 -1.979
H -0.369 -1.725 1.094
H -1.894 -0.199 1.652
H -2.827 -0.404 0.313
H -0.792 1.258 -1.820
H -1.957 0.089 -1.841
N 1.214 0.976 1.560
H 0.306 1.430 1.253
H 2.015 1.486 1.189
H 1.539 0.115 2.005
*
```

DFT total energy (Ha): -360.30771
Relative energy (zero: lowest compared OMol25 entry of this formula, charge and spin) (kJ/mol): 340.5
HOMO-LUMO gap (eV): 7.1
SMILES string: CC(O)=C(N)N.N

***

Record 4
Computed, not measured: the molecule C2H2N4, with ωB97M-V/def2-TZVPD.

```
! RIJCOSX wB97M-V def2-TZVPD def2/J DEFGRID3
* xyz 0 1
C -1.617 -0.242 -0.115
N -1.015 0.806 -0.200
N -0.142 1.687 -0.090
N 1.156 1.050 -0.331
C 1.078 -0.092 0.127
N 0.831 -1.208 0.572
H -2.080 -0.768 -0.939
H 1.789 -1.234 0.976
*
```

DFT total energy (Ha): -296.21912
Relative energy (zero: lowest compared OMol25 entry of this formula, charge and spin) (kJ/mol): 540.2
HOMO-LUMO gap (eV): 9.2